This record from the OMol25 dataset describes 2 unconnected molecules or ions with the total composition C3H6NO2. The level of theory is ωB97M-V with the def2-TZVPD basis set.

ΔE to the lowest compared entry with this formula, charge and spin   27.3 kcal per mole
Net charge   -1

Last column: natural (NBO) charge in e.
Atoms and positions in Å:
C (-1.50903, -0.26843, -1.57941)  -0.58
C (-0.63388, -0.42417, -0.57690)  0.03
N (0.19650, -1.53550, -0.41726)  -0.83
H (-1.95782, -1.03298, -2.20839)  0.16
H (-2.02453, 0.68169, -1.68069)  0.19
H (-0.37936, 0.41446, 0.05700)  0.26
H (-0.29629, -2.40314, -0.53969)  0.36
H (0.83291, -1.45088, 0.36116)  0.39
O (1.68929, 1.50318, 0.39702)  -0.78
C (1.44076, 1.50620, 1.61377)  0.62
O (0.41618, 1.12934, 2.23085)  -0.80
H (2.22525, 1.88024, 2.34255)  -0.02

***

This record from the OMol25 dataset describes a single C15H11NO3S molecule. The level of theory is ωB97M-V with the def2-TZVPD basis set.

ΔE to the lowest compared entry with this formula, charge and spin   6.0 kcal per mole
SMILES   O=C(O)Cn1cc(C(=O)c2cccs2)c2ccccc21

Last column: natural (NBO) charge in e.
Atoms and positions in Å:
O (1.24113, 4.33117, -2.11085)  -0.58
C (0.71918, 3.34628, -1.67059)  0.78
O (-0.27414, 2.69831, -2.27218)  -0.67
C (1.09873, 2.69801, -0.33957)  -0.32
N (0.78233, 1.30349, -0.29339)  -0.34
C (-0.22665, 0.73323, 0.41082)  0.06
C (-0.28514, -0.61933, 0.16315)  -0.24
C (-1.21517, -1.61470, 0.68015)  0.53
O (-1.43416, -2.66797, 0.10198)  -0.55
C (-1.89768, -1.33767, 1.95337)  -0.32
C (-2.98720, -2.02719, 2.41958)  -0.18
C (-3.40855, -1.61052, 3.69431)  -0.26
C (-2.62454, -0.62076, 4.20087)  -0.39
S (-1.36799, -0.17084, 3.12462)  0.44
C (0.75482, -0.89376, -0.79148)  0.01
C (1.19259, -2.05238, -1.42657)  -0.20
C (2.25391, -1.95430, -2.29995)  -0.23
C (2.88516, -0.73306, -2.54666)  -0.21
C (2.47324, 0.42763, -1.92499)  -0.25
C (1.40378, 0.33337, -1.04471)  0.12
H (-0.50300, 3.11451, -3.11815)  0.51
H (2.16970, 2.86276, -0.17877)  0.24
H (0.55092, 3.22224, 0.44979)  0.24
H (-0.86349, 1.34181, 1.02391)  0.22
H (-3.45822, -2.80313, 1.84376)  0.24
H (-4.25014, -2.02999, 4.21571)  0.23
H (-2.70852, -0.12245, 5.14661)  0.24
H (0.69576, -2.99041, -1.23811)  0.24
H (2.60866, -2.83705, -2.81078)  0.21
H (3.71222, -0.69764, -3.24014)  0.21
H (2.96248, 1.37037, -2.12176)  0.22

***

This record from the OMol25 dataset describes a molecular structure, C12H32N2O5Rb. The level of theory is ωB97M-V with the def2-TZVPD basis set.

ΔE to the lowest compared entry with this formula, charge and spin   31.1 kcal per mole
Net charge   +1

Last column: natural (NBO) charge in e.
Atoms and positions in Å:
Rb (16.70128, 8.37644, -4.12399)  0.94
C (21.23853, 8.04485, -0.52808)  -0.25
O (20.09619, 8.79215, -0.93575)  -0.54
C (20.18175, 9.36523, -2.20219)  -0.06
C (20.41556, 8.41507, -3.38015)  -0.25
N (19.37021, 7.39177, -3.35682)  -0.68
C (19.53590, 6.39661, -4.40915)  -0.23
C (18.81743, 5.05983, -4.11872)  -0.07
O (17.66655, 5.24476, -3.28323)  -0.58
C (16.63710, 4.27031, -3.35385)  -0.25
H (21.08930, 7.67554, 0.48054)  0.21
H (22.06715, 8.76293, -0.55329)  0.18
H (21.42245, 7.19929, -1.19479)  0.16
H (20.99096, 10.11195, -2.13715)  0.18
H (19.29350, 9.96814, -2.40793)  0.16
H (21.38984, 7.91887, -3.28775)  0.18
H (20.38122, 8.94468, -4.33245)  0.20
H (19.24203, 6.93833, -2.46027)  0.39
H (20.60303, 6.25943, -4.61315)  0.20
H (19.08005, 6.77690, -5.33098)  0.17
H (19.49074, 4.41653, -3.54521)  0.18
H (18.59272, 4.55530, -5.06021)  0.19
H (16.30412, 4.20796, -4.39514)  0.17
H (15.89837, 4.58763, -2.62062)  0.20
H (16.97546, 3.27600, -3.03777)  0.18
C (11.22392, 9.16123, -5.70308)  -0.27
O (12.28296, 8.61288, -4.88442)  -0.55
C (13.15122, 9.55445, -4.26455)  -0.07
C (13.96708, 10.28988, -5.29167)  -0.27
N (14.83841, 9.36692, -6.02751)  -0.68
C (15.42638, 10.06279, -7.17731)  -0.25
C (16.67794, 10.89350, -6.92161)  -0.08
O (17.84635, 10.10695, -6.94156)  -0.56
C (19.04499, 10.89028, -6.89934)  -0.25
H (11.05008, 10.22824, -5.58392)  0.18
H (10.32671, 8.58841, -5.48343)  0.20
H (11.54514, 8.92625, -6.72099)  0.18
H (13.72088, 8.85663, -3.64697)  0.17
H (12.68137, 10.31651, -3.63242)  0.18
H (14.62184, 11.09290, -4.95443)  0.21
H (13.22825, 10.83766, -5.90138)  0.18
H (14.27970, 8.56573, -6.30266)  0.38
H (14.69016, 10.71831, -7.65746)  0.19
H (15.68353, 9.31515, -7.93393)  0.22
H (16.52792, 11.41504, -5.96145)  0.15
H (16.70736, 11.70845, -7.65040)  0.19
H (19.77633, 10.48507, -7.58896)  0.21
H (19.36323, 10.96315, -5.85889)  0.16
H (18.81860, 11.91330, -7.21037)  0.18
O (15.93847, 10.85180, -2.93161)  -0.97
H (15.56098, 10.98497, -2.05169)  0.50
H (16.78310, 11.32111, -2.90215)  0.48

***

This record from the OMol25 dataset describes 9 unconnected molecules or ions with the total composition C40H62N8O14. The level of theory is ωB97M-V with the def2-TZVPD basis set.

ΔE to the lowest compared entry with this formula, charge and spin   51.7 kcal per mole

Last column: Löwdin charge in e.
Atoms and positions in Å:
C (21.66207, -17.87922, -21.97692)  0.00
C (21.38543, -18.89141, -20.98808)  -0.43
C (21.42779, -20.36918, -21.49754)  -0.07
C (22.88235, -20.84160, -21.78277)  -0.11
C (23.70932, -20.72765, -20.51111)  -0.12
C (23.55704, -19.57323, -19.63663)  -0.47
N (22.25122, -18.78021, -19.75209)  0.13
O (21.94471, -17.93298, -18.81518)  0.20
C (24.56445, -18.61224, -20.07356)  -0.03
C (23.78968, -19.87416, -18.11447)  0.04
C (19.83914, -18.78535, -20.56561)  0.01
H (21.39810, -16.82576, -21.76577)  0.09
H (21.00188, -18.16215, -22.83472)  0.12
H (22.67376, -17.67410, -21.90850)  0.07
H (20.80563, -20.37054, -22.43398)  0.13
H (20.91986, -20.92200, -20.66674)  0.13
H (23.35015, -20.40916, -22.53348)  0.05
H (22.84420, -21.75908, -22.28598)  0.10
H (24.81941, -20.88348, -20.61955)  0.17
H (23.35290, -21.42025, -19.82276)  0.09
H (24.64891, -17.63434, -19.61097)  0.11
H (24.55303, -18.72286, -21.12112)  0.08
H (25.52832, -19.07147, -19.79679)  0.12
H (24.08071, -18.99641, -17.51252)  0.11
H (24.50490, -20.75021, -18.11378)  0.12
H (22.94091, -20.00907, -17.70108)  -0.02
H (19.24290, -18.83685, -21.37221)  0.03
H (19.72360, -17.75716, -20.20774)  0.08
H (19.57020, -19.40516, -19.60042)  0.13
C (20.04336, -19.81854, -16.66320)  -0.87
O (19.41177, -20.78478, -17.07709)  -0.04
O (19.52892, -18.63263, -16.97429)  0.06
O (21.11747, -19.87408, -15.98498)  -0.06
H (18.81674, -18.54347, -17.55903)  0.00
C (18.67424, -17.25954, -25.71665)  -0.06
C (19.89604, -16.46603, -26.31134)  0.02
C (21.17180, -17.25603, -26.26229)  0.04
C (21.34200, -18.66877, -25.59337)  -0.10
C (20.08772, -19.37387, -25.20292)  0.09
C (18.69400, -18.56456, -25.20408)  0.00
N (22.66273, -19.32802, -25.63490)  -0.30
O (22.60253, -20.51196, -25.03798)  0.00
O (23.60795, -18.59369, -25.70847)  0.10
H (17.75535, -16.90335, -25.97729)  0.05
H (19.86453, -15.43690, -26.61330)  0.07
H (22.04660, -16.88190, -26.49439)  0.02
H (19.99010, -20.33214, -24.84963)  0.04
H (17.81818, -18.92935, -24.84394)  0.05
C (21.73529, -23.23823, -17.33035)  0.00
C (23.30092, -23.52467, -17.35703)  0.03
C (23.69236, -24.91395, -17.52386)  -0.04
C (22.71646, -25.99081, -17.66103)  -0.09
C (21.16680, -25.61035, -17.55878)  0.10
C (20.83446, -24.19052, -17.43574)  -0.11
N (23.10414, -27.41833, -17.82997)  -0.34
O (22.19755, -28.27391, -17.86362)  0.03
O (24.29740, -27.72985, -17.63450)  0.03
H (21.41046, -22.29260, -17.23384)  0.03
H (24.01064, -22.77838, -17.14514)  0.05
H (24.73021, -25.20055, -17.87519)  0.12
H (20.36073, -26.46472, -17.53299)  0.13
H (19.93227, -23.88397, -17.52049)  0.03
C (14.22934, -19.29468, -14.20447)  -0.06
C (15.48712, -19.95831, -14.69367)  -0.03
C (16.06068, -19.42762, -15.99257)  0.01
C (15.67529, -18.13915, -16.58476)  -0.05
C (14.36630, -17.34617, -16.06055)  0.14
C (13.64551, -18.08990, -14.83766)  0.00
N (16.30661, -17.49576, -17.79376)  -0.36
O (17.15656, -18.15405, -18.45339)  0.00
O (15.99865, -16.39485, -18.06951)  0.10
H (13.70798, -19.59747, -13.30667)  0.08
H (15.90985, -20.75828, -14.02778)  0.11
H (16.98352, -20.09402, -16.29437)  0.13
H (14.10250, -16.53476, -16.46944)  -0.01
H (12.95175, -17.48091, -14.49089)  0.01
C (23.18768, -14.04799, -14.54853)  -0.35
O (22.79869, -14.50383, -13.48551)  0.01
N (23.36961, -14.79599, -15.64560)  -0.11
C (24.20865, -14.14142, -16.69479)  -0.01
C (23.03306, -16.22485, -15.69157)  -0.02
H (23.49305, -13.06441, -14.48490)  0.11
H (23.70822, -13.59195, -17.19619)  -0.04
H (24.81429, -14.93128, -17.23989)  0.13
H (24.76226, -13.30122, -16.37464)  0.08
H (23.46952, -16.74832, -16.41110)  0.02
H (21.91873, -16.55071, -15.67954)  0.14
H (23.33812, -16.70863, -14.89833)  0.03
C (18.04000, -21.52171, -22.17988)  -0.35
O (18.10669, -21.93447, -23.37767)  -0.06
N (18.47534, -22.22957, -21.19007)  -0.16
C (18.05260, -22.01886, -19.85048)  -0.05
C (19.45293, -23.25996, -21.47388)  -0.01
H (17.69970, -20.39477, -21.96124)  0.16
H (18.74693, -22.22770, -19.03663)  0.07
H (17.47391, -22.82753, -19.57012)  0.07
H (17.63966, -21.07605, -19.60805)  0.08
H (19.28577, -23.92748, -22.29228)  0.09
H (19.57117, -23.94921, -20.61448)  0.11
H (20.31097, -22.83224, -21.68813)  0.01
C (23.80579, -25.04951, -21.48287)  -0.37
O (22.77941, -24.42716, -21.63228)  0.02
N (24.04097, -26.38484, -21.51753)  -0.17
C (25.32245, -26.98835, -21.31045)  -0.07
C (22.84924, -27.13188, -22.00168)  -0.05
H (24.98999, -24.57184, -21.27957)  0.18
H (25.49068, -27.82284, -21.87827)  0.06
H (25.48175, -27.50900, -20.36919)  0.08
H (26.09760, -26.25818, -21.29250)  0.07
H (21.92605, -26.82971, -21.69581)  0.02
H (22.86151, -28.31669, -21.79447)  0.13
H (22.67082, -27.11332, -23.14446)  0.11
C (21.31634, -14.75556, -19.40964)  -0.35
O (22.47467, -14.99351, -19.85765)  -0.06
N (20.35031, -14.26538, -20.09097)  -0.19
C (19.08074, -14.13557, -19.56047)  -0.07
C (20.63763, -13.85390, -21.44683)  -0.05
H (21.12069, -15.09007, -18.34186)  0.16
H (18.36065, -14.51934, -20.27720)  0.10
H (18.70897, -13.29201, -19.14812)  0.06
H (18.86393, -14.76669, -18.66046)  0.11
H (21.54792, -13.13228, -21.34884)  0.12
H (19.81000, -13.28288, -21.89844)  0.09
H (21.16423, -14.50822, -22.27744)  0.12

***

This record from the OMol25 dataset describes a molecular structure, C23H38N5O6Rh. The level of theory is ωB97M-V with the def2-TZVPD basis set.

ΔE to the lowest compared entry with this formula, charge and spin   0.0 kcal per mole
Net charge   +2
Expectation value of S²   6.010
Spin multiplicity   5

Last column: Löwdin spin population.
Atoms and positions in Å:
Rh (-0.20060, -1.25792, 0.49010)  2.84
C (-3.51190, -1.93236, -0.10464)  0.01
C (-2.76882, -2.45872, -1.32644)  0.01
N (-1.30433, -2.53903, -1.12013)  0.11
C (-0.79925, -3.92217, -1.01295)  0.01
C (0.69384, -3.88676, -0.74920)  0.01
N (0.95468, -3.28668, 0.57706)  0.15
C (0.88405, -4.27979, 1.68095)  0.01
C (-0.12143, -3.93482, 2.76710)  0.01
C (0.18494, -2.61510, 3.46339)  0.01
N (-0.45883, -1.47330, 2.78410)  0.14
C (-1.86911, -1.30474, 3.15497)  0.01
C (-2.42908, -0.09056, 2.43732)  0.01
N (-2.13348, -0.12369, 0.99047)  0.14
C (-3.29103, -0.43381, 0.12343)  0.01
H (-3.21243, -2.49906, 0.78236)  0.00
H (-4.57654, -2.11911, -0.24662)  0.00
H (-2.95969, -1.79741, -2.17320)  0.00
H (-3.14667, -3.44724, -1.59979)  0.00
H (-0.82564, -2.10744, -1.90743)  0.00
H (-0.99790, -4.47708, -1.93524)  0.00
H (-1.33319, -4.42601, -0.20278)  0.00
H (1.18709, -3.27418, -1.50410)  0.00
H (1.11159, -4.89484, -0.80264)  0.00
H (1.87437, -2.85225, 0.56635)  0.00
H (1.87889, -4.38170, 2.11813)  0.00
H (0.62042, -5.24684, 1.25039)  0.00
H (-0.11863, -4.74638, 3.49507)  0.00
H (-1.12778, -3.90359, 2.33899)  0.00
H (1.26058, -2.42962, 3.47165)  0.00
H (-0.15073, -2.64182, 4.50408)  0.01
H (0.05296, -0.62688, 3.02473)  0.00
H (-1.97149, -1.17340, 4.23724)  0.00
H (-2.41792, -2.20878, 2.88778)  0.00
H (-1.98561, 0.81545, 2.85591)  0.00
H (-3.50700, -0.03230, 2.60352)  0.00
H (-1.73950, 0.77682, 0.71187)  0.00
H (-3.11680, 0.05984, -0.83456)  0.00
H (-4.18533, 0.01945, 0.55911)  0.00
O (2.84810, 0.11850, -0.85355)  0.03
C (1.79384, 0.08874, -1.44400)  0.02
O (0.86446, -0.84281, -1.17479)  0.30
C (1.41465, 1.07786, -2.48465)  0.01
C (2.39030, 1.96769, -2.92225)  0.00
C (2.09951, 2.96512, -3.85804)  0.00
C (0.80673, 3.01715, -4.32279)  0.00
O (0.27751, 3.87550, -5.21806)  0.00
C (-1.09421, 3.50111, -5.38397)  0.00
O (-1.34507, 2.38802, -4.51668)  0.00
C (-0.16875, 2.11864, -3.89657)  0.00
C (0.10036, 1.14266, -2.97936)  0.00
H (3.39770, 1.85284, -2.54509)  0.00
H (2.85517, 3.64320, -4.22541)  0.00
H (-1.26809, 3.20422, -6.41958)  0.00
H (-1.73379, 4.33718, -5.09643)  0.00
H (-0.66135, 0.45374, -2.64689)  0.00
O (1.19452, 0.26358, 1.49690)  0.10
C (0.98391, 1.39768, 0.99461)  0.01
O (-0.06037, 1.75864, 0.42400)  0.01
C (2.14304, 2.38582, 1.04734)  0.01
N (1.78181, 3.53288, 0.13035)  0.00
C (1.80769, 4.80931, 0.93053)  0.00
C (2.71355, 4.47662, 2.10447)  0.00
C (2.34912, 3.02741, 2.42658)  0.00
H (3.03407, 1.89052, 0.66697)  0.00
H (0.82454, 3.28896, -0.20335)  0.00
H (2.40282, 3.57370, -0.67675)  0.00
H (0.78697, 5.01833, 1.24691)  0.00
H (2.16022, 5.62572, 0.30559)  0.00
H (2.55837, 5.15022, 2.94360)  0.00
H (3.75974, 4.54523, 1.80207)  0.00
H (1.42024, 2.98752, 2.99924)  0.00
H (3.12000, 2.51236, 2.99272)  0.00

***

This record from the OMol25 dataset describes 2 unconnected molecules or ions with the total composition C5H11ClN. The level of theory is ωB97M-V with the def2-TZVPD basis set.

ΔE to the lowest compared entry with this formula, charge and spin   41.7 kcal per mole
Net charge   +1

Last column: natural (NBO) charge in e.
Atoms and positions in Å:
C (1.64778, 0.50984, -0.81546)  0.32
C (1.43002, 1.54674, -1.80833)  -0.70
C (-3.12903, -0.44524, 1.62417)  -0.38
C (1.42071, -1.20338, 0.79341)  -0.45
C (-2.97616, -1.22583, 0.53518)  -0.26
N (0.93172, -0.15573, -0.03335)  -0.42
Cl (-1.98453, -0.83493, -0.73804)  0.02
H (2.74980, 0.29523, -0.76638)  0.21
H (0.41699, 1.74397, -1.95237)  0.24
H (1.92140, 2.52174, -1.49556)  0.29
H (1.85126, 1.15835, -2.80230)  0.29
H (-0.07618, -0.14458, -0.05640)  0.43
H (-2.79496, 0.57372, 1.73203)  0.21
H (-4.00395, -0.78411, 2.21130)  0.23
H (0.64215, -1.86404, 1.19047)  0.26
H (1.85102, -0.71671, 1.63935)  0.24
H (2.27087, -1.78856, 0.27272)  0.24
H (-3.61808, -2.03364, 0.47935)  0.23